[1]
Molecular formula: C5H13NO2
Method: DFT, ωB97M-V with the def2-TZVPD basis set

Summary:
SMILES string: C=C(C)CCN.OO
HOMO-LUMO gap: 9.84 eV
Energy above the lowest of the compared OMol25 structures with the same formula, charge and spin: 501.7 kJ/mol
Maximum force: 3.408 eV Å⁻¹
Net charge: 0
Highest occupied orbital energy: -8.991 eV
Spin multiplicity: 1

```
21
Properties=species:S:1:pos:R:3:lowdin_charge:R:1
C 0.587 0.934 -0.229 -0.35
C 1.370 -0.009 0.639 -0.16
C 0.882 -1.467 0.641 -0.28
C 0.761 0.784 -1.707 -0.05
C -0.188 1.923 0.302 -0.02
N -0.210 -1.629 1.587 0.00
O -1.813 0.100 -0.346 -0.21
O -3.041 -0.628 -0.208 -0.08
H -3.126 -1.030 -1.082 0.08
H -0.998 -1.062 1.296 0.04
H -0.522 -2.594 1.608 0.07
H 2.405 0.006 0.280 0.12
H 1.374 0.345 1.670 0.11
H 1.707 -2.104 0.976 0.11
H 0.632 -1.773 -0.388 0.10
H 1.797 1.006 -1.980 0.09
H -0.492 2.751 -0.324 0.08
H 0.553 -0.237 -2.021 0.08
H 0.099 1.453 -2.253 0.08
H -1.695 1.063 0.189 0.13
H -0.082 2.169 1.350 0.08
```


[2]
Molecular formula: C21H19IN2O2Rh
Method: DFT, ωB97M-V with the def2-TZVPD basis set

Summary:
HOMO-LUMO gap (spin up / spin down): 6.57 / 5.82 eV
Maximum force: 2.679 eV Å⁻¹
Net charge: +1
Expectation value of S²: 6.0589
Highest occupied orbital energy (spin up / spin down): -10.325 / -11.189 eV
Spin multiplicity: 5

```
46
Properties=species:S:1:pos:R:3:lowdin_spin:R:1
Rh 0.762 -0.079 -0.958 2.27
C -3.337 -1.689 -1.893 0.01
C -3.038 -1.336 -0.482 0.04
N -4.015 -1.142 0.348 0.00
C -3.832 -0.799 1.614 0.05
C -2.577 -0.577 2.147 -0.01
C -2.450 -0.198 3.611 0.00
O -1.473 0.780 3.876 0.00
C -1.447 -0.788 1.325 0.05
C -0.134 -0.608 1.831 0.02
N 0.966 -0.598 1.110 0.14
C 2.230 -0.452 1.659 0.01
C 2.459 -0.005 2.971 0.01
C 3.738 0.143 3.465 0.00
C 4.836 -0.159 2.673 0.00
C 4.648 -0.612 1.375 0.00
C 3.365 -0.746 0.886 0.01
I 3.101 -1.414 -1.136 0.16
C -1.662 -1.222 -0.047 0.03
O -0.718 -1.519 -0.835 0.26
H -4.411 -1.735 -2.030 0.00
H -2.900 -2.654 -2.141 0.00
H -2.911 -0.952 -2.573 0.00
H -4.726 -0.701 2.211 0.00
H -2.144 -1.094 4.163 0.00
H -3.428 0.116 3.987 0.00
H -1.837 1.660 3.722 0.00
H -0.068 -0.441 2.899 0.00
H 1.622 0.269 3.594 0.00
H 3.882 0.514 4.469 0.00
H 5.839 -0.037 3.048 0.00
H 5.494 -0.846 0.746 0.00
C 1.124 2.090 -1.191 0.35
C 0.622 1.626 -2.448 0.06
C 1.502 1.258 -3.513 0.15
C 1.003 0.774 -4.700 0.00
C -0.369 0.639 -4.888 0.18
C -1.253 1.016 -3.881 0.00
C -0.786 1.504 -2.680 0.15
H 0.451 2.622 -0.522 0.02
H 2.162 2.400 -1.139 0.02
H 2.566 1.403 -3.380 0.00
H 1.687 0.506 -5.489 0.00
H -0.752 0.256 -5.818 0.01
H -2.315 0.947 -4.050 0.00
H -1.476 1.881 -1.933 0.01
```


[3]
Molecular formula: CH2NO3P
Method: DFT, ωB97M-V with the def2-TZVPD basis set

Summary:
SMILES string: [H]/N=C/P(=O)([O-])[O-]
HOMO-LUMO gap: 6.35 eV
Energy above the lowest of the compared OMol25 structures with the same formula, charge and spin: 103.6 kJ/mol
Maximum force: 5.310 eV Å⁻¹
Net charge: -2
Highest occupied orbital energy: 1.083 eV
Spin multiplicity: 1

```
8
Properties=species:S:1:pos:R:3:lowdin_charge:R:1
C -0.764 0.077 0.028 -0.37
N -1.639 0.873 0.395 -0.06
O 1.923 0.951 0.838 -0.53
O 1.280 -1.437 0.592 -0.54
O 1.497 0.074 -1.551 -0.53
P 1.188 -0.045 -0.046 0.00
H -0.892 -0.963 -0.484 0.05
H -2.593 0.470 0.227 -0.01
```


Q: The highest spin multiplicity belongs to which entry?
A: C21H19IN2O2Rh